No. 1
DFT (wB97M-V/def2-TZVPD) results for C44H53N3O4PtS as an isolated structure.

The geometry in ORCA input format:
```
! RIJCOSX wB97M-V def2-TZVPD def2/J DEFGRID3
* xyz 0 1
H 5.11606 2.99889 2.02276
H -4.68818 -2.93487 -2.54910
C 2.50061 2.96339 -3.58206
H -3.78845 3.53056 1.39009
O -1.49670 0.17769 2.18488
C -0.72081 -5.39227 1.87418
C 0.61658 0.08433 -4.34192
H -1.54510 -4.13557 4.17456
H 6.42253 4.23132 0.32761
C -4.62945 -0.32701 -1.54511
H -1.01635 -5.20367 -3.35716
H 2.39263 2.99930 -4.66788
C 5.60277 3.59073 0.02944
C -2.19633 -3.41366 1.47843
H 1.80166 2.23394 -3.18939
C 1.60646 -3.22723 -2.56621
H -3.39905 -4.48582 2.88484
C -0.46383 -4.42635 -2.84789
H -2.57754 -0.89991 -1.72236
C -2.20713 -2.56931 0.35343
H 3.06442 0.45209 3.57087
H 2.23395 3.93876 -3.17314
C -1.05208 -3.72547 -1.84581
C 4.34439 1.25275 -3.82046
H 1.37505 -4.77900 -3.95438
C -4.60474 -3.43673 1.46715
C -0.72685 0.78515 -2.50178
S -2.48806 1.20034 1.74423
H 1.22257 2.03127 2.83198
H 5.84687 3.99014 -2.04822
C -4.60948 -2.63309 0.34199
H 0.16513 -3.73885 3.98736
H -2.05897 -3.96196 -1.53033
H 4.61295 0.52762 2.71888
C 2.35757 -0.01419 -1.46170
C -3.24811 4.88555 2.98455
H -5.53788 -3.76332 1.90699
H 1.75526 -3.59859 0.07477
H -4.42238 0.41076 -2.32208
C -1.73015 3.98106 4.61138
C -3.22853 3.68307 2.30314
N 2.33161 1.19518 -1.12382
C 0.89811 -4.17228 -3.19548
H 4.36134 1.32251 -4.90972
C -3.43124 -2.19668 -0.24897
H -0.75411 -5.61605 0.80656
C 3.79687 2.09842 0.61137
C 4.86311 2.90656 0.97490
H 3.29314 -0.58531 -1.53002
C -0.43687 0.89217 -3.83011
C 1.05403 -2.32222 -1.51164
C 5.26817 3.45813 -1.30239
C -2.55944 6.32995 4.92612
C -0.90073 -3.88913 2.10925
H -2.93376 7.14563 4.31055
C 1.80099 2.41137 1.99335
H 3.96954 1.96711 3.53764
C -0.83518 -3.54123 3.59892
H -3.23480 6.20286 5.77440
C -3.79515 -2.33480 -2.73392
C 3.46254 1.95657 -0.75409
H -1.53123 1.36764 -2.06448
C -0.37186 -2.69602 -1.15170
H 0.23955 -5.72945 2.26793
H -3.96083 -1.74199 -3.63425
H 1.04620 -1.80513 1.27421
H 4.59064 3.36091 -3.67311
N -0.09694 -0.03649 -1.64544
H -0.07570 -3.38041 1.61384
H 3.63750 0.47401 -3.54382
C 1.96623 -2.57592 -0.26427
H 3.00950 -2.54754 -0.57914
N -0.92881 -2.10932 -0.12003
C -2.49972 5.04393 4.14987
H -5.60801 -0.76486 -1.75291
H -2.95613 -3.00430 -2.91493
H -3.83188 5.71380 2.60383
C 2.95193 1.45302 1.67547
H 5.33950 0.96254 -3.47991
O -2.02634 1.75365 0.43800
H 2.66054 -3.10789 -2.78357
C 3.70460 1.08409 2.95338
H 2.16298 -1.27756 -3.91769
H -1.57810 6.59968 5.31426
H 1.14113 2.51474 1.13013
H 2.53865 0.53660 1.27294
C 3.94289 2.60566 -3.21833
H -1.00712 1.55256 -4.46342
H -1.12100 4.11165 5.49725
H -1.14030 1.92887 4.31250
C 1.11219 -0.75374 -2.02888
C -1.71855 2.76580 3.94435
C 4.20835 2.65929 -1.72253
C -3.52959 -1.39638 -1.54603
Pt -0.81045 -0.11453 0.17124
H 0.84409 0.09673 -5.40027
H -1.51266 -5.95657 2.36730
H 2.18891 3.39953 2.25214
O -3.83477 0.70829 1.78460
C -3.40224 -3.83483 2.01974
O 1.86512 -1.66657 0.78604
C 1.34750 -0.69152 -3.51977
H -4.68468 0.18611 -0.59719
C -2.46803 2.62868 2.79308
H -1.06530 -2.48566 3.74945
H -5.55721 -2.34170 -0.08933
*
```

Summary:
energy	-2691.0952	hartree
ΔE to the lowest compared entry with this formula, charge and spin	0.0000	eV

Atomic partial charges in e from the Mulliken method, atoms 1 to 5: H 0.27; H 0.32; C -1.58; H 0.40; O -1.06

---

No. 2
DFT (wB97M-V/def2-TZVPD) results for C44H54AsHgN5O2PTe as an isolated structure.

The geometry in ORCA input format:
```
! RIJCOSX wB97M-V def2-TZVPD def2/J DEFGRID3
* xyz 0 2
C 14.85800 0.85289 27.81823
C 11.97606 7.86512 19.84090
C 8.16697 3.03668 15.17424
C 11.76547 5.93475 21.32976
H 11.81190 9.82039 20.84954
C 12.66697 5.10039 14.48987
H 8.48036 3.72695 15.93160
H 6.88659 4.84750 22.23732
C 14.06505 7.81802 25.27996
H 12.20418 7.15166 15.25614
H 12.47243 5.79699 19.32767
C 13.86819 2.59278 26.49080
N 11.83514 5.01970 16.62450
H 16.90687 1.61120 25.28051
C 14.93524 2.51221 25.59904
Te 7.66766 1.07740 16.01856
C 7.29111 1.89390 18.09342
C 19.90203 5.64066 18.51002
H 15.08991 -0.20453 16.73765
C 18.02081 4.64940 17.09862
C 7.80800 4.20912 22.28180
H 13.66029 -1.12060 16.82595
C 18.96805 4.45939 18.15098
H 11.18376 8.87179 22.97475
C 12.92372 4.32159 13.37247
H 13.90695 -3.32176 17.81080
H 12.65387 2.81980 23.41150
H 15.61717 -1.10932 19.19836
C 14.42594 -2.88654 18.69296
H 8.06618 1.42199 18.70116
C 9.96026 2.37705 22.29395
As 15.60576 3.95103 24.46077
H 14.78181 2.76889 22.23348
H 19.65239 3.19732 19.66425
H 14.79022 2.11039 18.32148
C 14.84134 6.71332 27.31288
H 20.74884 5.32663 19.09306
C 11.71997 8.72014 20.88854
H 13.76830 -2.49093 20.56470
H 7.38213 3.45986 14.48113
C 13.55643 0.34779 18.23286
H 10.92145 1.77020 22.34382
H 16.38027 3.68689 16.06547
C 18.91096 3.28767 18.92285
C 13.26587 4.92172 12.11786
H 9.05281 2.90189 14.45990
O 11.35413 4.24839 17.52002
H 8.40865 0.94205 22.84869
C 14.42955 -0.67454 17.44362
H 20.39701 6.06982 17.58595
H 12.75681 8.24961 13.19043
H 12.52058 0.18155 17.99024
C 12.86699 7.14605 13.19410
C 13.83635 1.70817 27.55112
C 11.37620 6.76912 22.37898
H 14.82297 0.29210 28.76726
H 14.21404 8.79912 27.33800
H 12.18382 8.21219 18.84635
H 19.31907 6.43711 18.99340
C 15.22286 -1.64360 18.33776
C 17.05293 3.66399 16.95740
H 6.63582 2.56607 22.97003
N 13.36918 -2.58276 19.66100
H 12.65069 -3.36122 19.71498
H 7.49668 2.97996 17.98532
H 12.98325 1.83268 28.15921
C 10.19047 3.74646 22.07312
H 12.89103 3.18861 13.46488
H 16.00200 -2.10251 17.71767
H 15.19709 -3.52812 19.15657
N 13.85883 1.80272 18.06124
P 11.88305 4.18589 21.57553
C 13.00060 3.78595 22.98030
H 14.18589 6.58205 23.54122
N 12.55917 4.39539 15.68850
C 14.27410 7.86299 26.67851
H 15.02657 6.75189 28.41105
C 12.12419 6.48612 20.11395
C 17.83740 2.38074 18.71020
C 15.99881 1.63842 25.86354
H 12.72391 4.45316 23.78480
H 13.65582 0.15768 19.30031
C 12.52182 6.55457 14.40724
O 12.95251 3.19461 15.74683
H 16.76658 0.06654 27.06943
Hg 12.59376 2.99828 19.53695
H 9.25889 5.67847 21.71674
H 17.74088 1.39441 19.17061
C 8.66595 1.93331 22.50142
C 14.77368 5.44336 26.70188
C 15.94819 0.78225 26.92437
H 13.81460 8.72590 24.74159
H 13.64893 2.15502 17.07433
H 6.28038 1.57655 18.34503
C 14.56182 5.38448 25.33785
H 13.17272 3.40431 26.35730
H 14.82639 4.58430 22.16530
C 9.14206 4.66366 22.07097
H 13.55326 6.81426 11.14602
C 13.26742 6.34625 12.07579
H 13.67695 4.41292 11.26146
H 15.09122 4.57695 27.27079
H 10.93946 6.34980 23.26389
H 18.01368 5.50847 16.46670
C 11.40318 8.15459 22.17955
N 16.90781 2.60860 17.77232
C 7.61359 2.87852 22.55754
C 14.48443 3.71510 22.71377
C 14.22726 6.56192 24.63845
*
```

Summary:
energy	-5131.4987	hartree

Atomic partial charges in e from the Mulliken method, atoms 1 to 5: C -0.46; C -0.65; C -0.87; C 0.61; H 0.35

---

No. 3
DFT (wB97M-V/def2-TZVPD) results for C44H56As2Cl2CsF3N6O11SSi as an isolated structure.

The geometry in ORCA input format:
```
! RIJCOSX wB97M-V def2-TZVPD def2/J DEFGRID3
* xyz -2 1
H -3.02186 -4.76737 -0.65107
Si -5.63811 1.74347 -2.45236
C 4.84666 -1.28671 -2.45907
H -4.51510 -0.34266 3.00024
C -0.82828 -6.58939 1.65177
As -0.62852 -5.22592 3.06245
C -0.79666 0.06661 3.85849
C -3.88396 -0.93938 2.34658
C -4.31124 -3.25061 1.82144
H -0.55073 4.07510 -1.18072
Cl -1.43450 -0.98219 -2.24439
H 6.04223 2.33725 5.35415
H 4.22929 5.61891 -5.42227
H -3.06749 -1.36495 2.92821
F -1.84966 0.86505 3.99262
H 2.60341 -0.70961 2.31925
C -3.68100 2.91930 -4.14809
H 7.14392 3.25474 2.12234
H -1.05584 2.89187 1.40301
H -1.41943 0.60533 -3.95067
H 3.55519 5.10699 -0.80806
C -0.25068 -3.88816 0.64556
H -0.50712 -0.88411 -4.39399
O 1.31954 -5.39634 -0.31529
O 0.00997 4.78491 -0.79546
C -2.89178 2.45274 -1.92494
H -4.45984 2.91272 -4.90402
C 3.91383 2.95094 1.00559
H 5.84509 3.06462 0.07141
C 5.33083 3.09479 1.02606
H -6.47392 3.76874 -1.30959
H 3.88843 5.97700 -3.07336
H 1.95636 -0.87659 -0.99627
C 0.28901 -3.92349 2.00459
H -5.12488 -0.31358 -1.16521
O -3.89557 -3.64817 4.63483
C -0.16710 3.14278 1.97197
H 4.86160 0.18194 -4.12997
O -4.72674 -1.98533 1.81940
N 1.02417 2.69833 1.57365
H -3.51753 -0.32641 1.52380
Cl 0.81671 0.66403 -3.22376
C -3.41641 -4.57487 4.03947
H -0.46778 3.80730 -3.64816
H -5.09991 -0.62352 -2.90336
C 4.10663 4.53434 -5.40428
H 4.14255 1.98875 -4.53821
C 4.02568 2.67759 -3.70980
C -0.06311 3.96388 3.10371
O 1.37928 -1.64789 -0.90662
H 7.32274 3.18886 4.50530
H 3.42043 0.24784 1.41730
N -1.68092 2.94912 -2.24675
H -6.65178 -0.47511 -2.06468
C 3.31234 3.06420 2.30253
H -4.52552 -7.49168 3.64391
H 4.95549 4.09964 -5.93945
C -2.83658 -3.55046 1.93090
H -1.49350 -6.25872 0.85496
C 3.71365 4.42059 -1.63229
C 3.88876 4.90471 -2.90834
H 1.85819 4.54104 4.10021
O 1.37951 -2.49484 3.66933
O -5.10047 -4.14562 1.63016
H 4.34475 -1.69609 -0.29367
H 0.66863 4.28665 -0.29242
H -6.80603 3.00873 -4.29295
C -1.46491 3.41122 -3.47352
C 6.06055 3.19530 2.18959
S -3.12819 1.74811 -0.36591
C -6.51551 2.69675 -1.10016
H -2.18506 3.79282 -5.46289
C 4.64532 -0.09309 -3.11413
H -0.07179 -4.60546 -3.62512
H 3.20823 4.30236 -5.98306
H 5.24158 -2.19870 -2.87210
H -2.75069 -7.53071 3.78267
N 4.11245 0.77876 -2.22560
O 0.67169 -1.62645 1.80853
H -1.20618 -7.50924 2.08848
N 1.89985 3.23323 2.44032
H -7.71741 1.58173 -3.79753
H 2.40448 -3.19320 5.24317
C 3.89385 2.18302 -2.41505
C -2.94110 -3.71033 -0.89614
C -0.71267 -0.15186 -3.62240
H -3.92678 -3.24548 -0.85456
O -3.69413 -5.83070 4.46072
F -1.05075 -1.09198 4.45388
H -6.31655 1.40589 -4.85297
H 2.12888 -4.40153 3.95276
C -2.41573 3.41075 -4.47751
C 4.06626 3.11304 3.46075
C -6.71236 1.96060 -3.99890
C -5.62762 -0.09469 -2.10436
O 3.48088 -0.57110 1.93497
H 0.63022 -5.96743 -2.69913
H 1.35827 -1.81605 0.05525
C 4.40347 -1.04081 -1.14924
H -2.51580 -3.58034 -1.88580
C -2.44137 -4.36551 2.91081
C 1.68535 -3.58027 4.52306
H 0.80253 -3.94120 5.05018
H -7.56576 2.39640 -1.05295
Cs -0.09495 0.18851 0.28484
H -3.54164 -6.55078 2.50941
H 6.05369 4.09547 5.32001
C 4.00918 4.03419 -3.99116
H -6.04040 2.52155 -0.13758
C 0.73092 -2.68911 2.49341
C -3.94981 2.43645 -2.87826
H 1.50364 -4.42113 -2.80054
N 3.96756 0.19859 -1.01722
H -0.85354 4.48059 3.61903
C 0.51690 -4.88398 -2.75357
N 3.21688 2.64154 -0.08761
O -0.19818 -4.38671 -1.63087
C -3.61092 -6.91051 3.53414
F 0.28788 0.61650 4.35345
C 3.62914 3.04578 -1.32277
H 3.54971 3.09936 4.41564
C 0.37331 -4.64766 -0.43042
As -1.79964 -2.75577 0.41012
C 1.28472 4.00014 3.36827
H 0.16879 -6.75428 1.24604
C 5.45657 3.17358 3.44589
C 6.25137 3.20222 4.71799
*
```

Summary:
energy	-9265.7503	hartree
ΔE to the lowest compared entry with this formula, charge and spin	1.0473	eV

Atomic partial charges in e from the Mulliken method, atoms 1 to 5: H 0.37; Si 0.06; C -1.50; H 0.47; C -1.07

---

No. 4
DFT (wB97M-V/def2-TZVPD) results for C44H58BIrN10O as an isolated structure.

The geometry in ORCA input format:
```
! RIJCOSX wB97M-V def2-TZVPD def2/J DEFGRID3
* xyz 2 1
C 2.80355 -0.75456 -0.91613
C -3.05380 4.18832 3.72019
C 0.80936 4.22910 -0.36054
H 3.34420 -7.14460 -0.96741
C -3.92688 -1.74560 -1.38687
H -1.25276 2.03282 2.71911
H 2.51680 -2.52304 -2.08225
C 0.93176 0.70029 4.00559
N 0.64423 2.03356 -0.11086
H 0.09224 -7.22548 0.93590
H 1.79742 4.51106 2.82225
C -5.19590 -4.85103 -1.88518
C -0.26751 -3.09008 0.08683
C -6.22285 1.72430 -2.56793
C 0.82738 -7.22186 0.12785
H -6.10959 -5.44647 -1.84821
H -7.29818 -3.61264 -0.47417
H 0.31616 -7.05476 -0.82152
H 1.19557 -1.34498 -2.18777
H -5.07529 -3.99487 1.47480
H 1.89278 2.38482 4.91726
C -1.90890 -1.15654 2.53952
N 0.50032 -2.11848 0.60189
H 5.31538 1.63545 1.55045
C -5.17264 -3.86783 -0.70208
H 3.66293 -5.42226 -0.71710
H -2.57054 -4.47605 0.01206
H 0.38457 3.08123 -3.04367
C 5.14256 0.56089 1.61673
H -2.79170 0.00382 -1.82697
O -1.85288 1.15103 0.00525
H 1.49942 1.05696 6.01463
N -3.42831 2.78555 0.39579
B 2.12669 1.54593 1.82440
H -5.17332 -4.32101 -2.83916
H -4.93704 4.84810 0.19886
H -2.35574 3.79944 4.45696
H -6.94185 1.44023 -3.32445
C 4.04389 0.13246 0.70231
C -4.86498 1.72126 -2.85621
H -6.09583 -5.21446 0.70455
C -2.03970 2.42822 2.10852
C 1.44957 3.86686 0.80956
H -2.63074 -1.18717 3.35315
Ir 0.01211 0.09496 0.03696
C -0.71874 -0.35014 2.93209
H -5.44476 4.82407 1.89293
H -6.62271 -2.59351 -1.73430
H 2.86781 0.91954 4.90676
C -4.37857 2.45257 -0.62530
C -6.65249 2.08981 -1.30049
H 2.99200 -7.66397 1.55567
H 4.99426 -1.11401 -0.84426
H -4.82943 -1.32571 -1.80847
C -5.73437 2.44534 -0.32335
C 1.38402 -4.78679 0.53142
H 6.06256 0.05033 1.34338
H -4.35230 -5.38835 0.65254
C -2.93005 3.41785 2.45281
H 3.10880 -3.97595 1.55346
H -2.88632 2.09867 -2.11132
C 0.13674 -4.41488 0.04475
H 4.90697 0.32565 2.65469
C -4.58623 4.82302 1.22465
H -6.37941 -2.17720 -0.02534
C -5.16238 -4.65918 0.61199
C 4.10816 -0.66809 -0.42354
C 1.93557 -6.19696 0.37913
H -4.34455 -5.53391 -1.84916
N 0.09822 0.20941 2.03311
C -2.67632 -3.48059 -0.39539
C -6.43569 -3.00169 -0.73967
H 3.65137 -6.04776 1.73908
C -1.56502 -2.65824 -0.43888
N 2.75857 0.49903 0.87733
H -6.07791 2.69189 0.67259
C -3.94004 2.09021 -1.88964
C -2.34528 2.03527 0.78730
H -1.61142 -2.18239 2.31572
H 3.22585 4.55819 1.79170
N -3.77734 3.62353 1.43394
H -4.51886 1.43818 -3.84218
C 2.87475 -6.16778 -0.84106
H 2.32033 -5.93601 -1.75291
H -1.18652 3.47794 -2.36800
H -0.61274 1.78914 -2.36827
H 0.71649 5.22235 -0.76788
H 2.24421 -1.70134 1.62615
H -2.83689 5.24710 3.56547
H -7.70818 2.09177 -1.06389
C 1.85220 1.29987 5.01538
C -2.77775 -0.98362 -1.40203
C -0.22266 -0.04974 4.20167
C 2.14782 4.72332 1.81208
H 2.72605 -1.04650 -3.02285
H -4.06510 4.11091 4.11987
N -1.61170 -1.39622 -0.88631
H -3.98684 5.71259 1.41095
C 2.72350 -6.61012 1.62861
H 2.12519 -6.48043 2.53286
H -0.51620 -5.14846 -0.40461
C -0.31828 2.83145 -2.24808
C 0.33188 3.04276 -0.92540
C 1.67303 -2.47932 1.13930
H 2.95699 2.09255 2.48367
H 1.26955 -8.21680 0.07868
C -3.91694 -3.01799 -0.82469
C 2.14138 -3.77254 1.11664
N 2.01011 -0.03671 -0.11753
N 1.34601 2.53263 0.93854
H -0.65026 -0.33682 5.14800
C 2.27834 -1.45868 -2.11866
N 1.09968 0.83330 2.68364
H -2.38912 -0.73988 1.65272
H 1.96124 5.77103 1.58918
*
```

Summary:
energy	-2463.1175	hartree
ΔE to the lowest compared entry with this formula, charge and spin	3.0351	eV

Atomic partial charges in e from the Mulliken method, atoms 1 to 5: C 0.66; C -1.84; C -1.26; H 0.45; C -0.74

---

Asked for largest force on an atom across the records above, the calculation gives 1.76; 3.27; 3.60; 2.95 eV Å⁻¹ in order.